Record 1
Computed, not measured: a single C9H7N5 molecule at a distorted geometry, with wB97M-V/def2-TZVPD.

Energy relative to the best compared isomer or geometry (same formula, charge and spin) (eV): 3.483
2S+1: 1
Frontier orbital gap (eV): 7.065

The geometry in XYZ format:
```
21
Properties=species:S:1:pos:R:3:nbo_charge:R:1
C 1.56 -1.68 -0.05 -0.290
C 2.93 -1.68 0.03 -0.025
C 1.19 2.35 -0.03 0.265
C 1.16 -0.33 -0.05 -0.178
C -0.06 0.42 -0.09 0.101
C 2.33 0.46 0.02 0.360
C -2.03 -1.40 -0.08 -0.029
C -4.21 1.09 0.10 -0.062
C -1.22 -0.30 -0.12 0.258
N 0.01 1.76 -0.09 -0.494
N 2.38 1.79 0.04 -0.499
N -3.31 -1.05 0.01 -0.388
N 3.39 -0.39 0.07 -0.517
N -3.19 0.31 0.02 -0.182
H 0.93 -2.55 -0.09 0.219
H 3.61 -2.51 0.05 0.217
H 1.16 3.43 -0.03 0.177
H -1.70 -2.43 -0.12 0.238
H -5.21 0.68 0.17 0.196
H -4.05 2.16 0.10 0.206
H 4.35 -0.11 0.14 0.424
```

***

Record 2
Computed, not measured: a single C4H7IO2 molecule at a distorted geometry, with wB97M-V/def2-TZVPD.

Energy relative to the best compared isomer or geometry (same formula, charge and spin) (eV): 5.711
2S+1: 1
Frontier orbital gap (alpha / beta) (eV): 7.198 / 9.373

The geometry in XYZ format:
```
14
Properties=species:S:1:pos:R:3:nbo_charge:R:1
C 0.35 0.78 -1.05 -0.058
C -0.32 0.29 0.42 -0.393
C 0.67 -0.19 1.27 -0.232
C -1.37 -0.68 -0.01 -0.613
O 0.88 -0.39 -1.60 -0.198
O 1.97 -0.82 -0.87 -0.254
I 1.80 1.15 2.32 0.195
H -0.49 1.04 -1.69 0.198
H 1.13 1.56 -0.85 0.203
H -0.72 1.21 0.94 0.242
H 0.98 -1.27 1.44 0.239
H -1.96 -0.91 0.95 0.219
H -1.02 -1.66 -0.46 0.240
H -1.91 -0.12 -0.80 0.212
```